Formula: C2HBO4
Source: the OMol25 dataset
Level of theory: the ωB97M-V functional and the def2-TZVPD basis

Results
**Total energy**: -10957.15461 eV
**Orbital gap**: 12.62 eV

Last column: natural (NBO) charge in e.
Geometry (Å):
B -0.70 1.10 2.31  0.88
C 4.09 0.10 -0.83  1.01
C 0.35 2.44 0.12  0.51
O 3.98 -0.46 0.17  -0.51
O 0.47 2.08 -0.93  -0.49
O 3.95 0.52 -1.90  -0.50
O -0.59 1.90 3.23  -0.80
H -0.54 0.38 1.49  -0.10